This record from OMol25 describes a 3-piece molecular cluster, H3N2O4 overall in a non-equilibrium geometry. The level of theory is wB97M-V/def2-TZVPD.

Each line ends with the Löwdin spin population.
Atoms and positions in Å:
N: -0.5782 1.1285 0.4896  0.96
N: 1.6418 -0.2083 0.8743  0.00
O: 1.2101 0.6329 -0.0033  0.24
O: -1.3808 -1.6495 -0.8655  0.01
O: -0.6429 1.8757 1.4816  0.71
O: 2.6507 -0.8459 0.6402  0.00
H: -0.5871 -1.3205 -0.5433  0.00
H: -0.6831 1.5644 -0.4380  0.08
H: -1.6305 -1.1772 -1.6356  0.00

Cartesian forces (eV/Å) of the 6 atoms listed first:
N -2.65 1.43 0.34
N -1.17 0.65 0.27
O 3.85 -2.03 -0.44
O -2.34 -2.16 0.02
O -0.28 0.03 0.27
O 0.44 0.15 -0.70

Summary:
LUMO (spin up / spin down) = 4.16 / 4.11 eV
largest force on an atom = 4.37 eV Å⁻¹
total charge = -1
spin multiplicity = 3
orbital gap (spin up / spin down) = 0.2319 / 0.2871 Ha
molecular weight = 95.0 g mol⁻¹


This record from OMol25 describes an isolated molecule of H3N2OP in a non-equilibrium geometry. The level of theory is wB97M-V/def2-TZVPD.

Each line ends with the Löwdin charge.
Atoms and positions in Å:
N: 0.1978 0.0417 -0.2705  -0.40
N: -0.4850 0.3417 -1.3055  -0.15
O: 0.6597 -0.6114 2.2451  -0.41
P: -0.0919 0.5369 1.3115  0.79
H: -0.8240 1.2299 -1.6261  0.08
H: -0.1705 -0.1041 -2.1782  0.10
H: 0.7138 -1.4346 1.8237  -0.02

Cartesian forces (eV/Å) of the 6 atoms listed first:
N 0.38 -0.15 6.14
N -0.88 -0.25 -4.76
O -0.25 2.64 0.36
P 0.77 -1.07 -2.63
H -0.27 1.04 1.15
H 0.07 -0.18 0.84

Summary:
LUMO = 0.41 eV
largest force on an atom = 6.15 eV Å⁻¹
total charge = 0
orbital gap = 0.3061 Ha
structure (SMILES) = N/N=P/O
molecular weight = 78.0 g mol⁻¹


This record from OMol25 describes an isolated molecule of H3N2P in a non-equilibrium geometry. The level of theory is wB97M-V/def2-TZVPD.

Each line ends with the Löwdin charge.
Atoms and positions in Å:
N: -0.1154 0.5601 -0.1454  -0.50
N: 0.9379 -0.2816 -0.1251  -0.18
P: -1.5335 -0.0871 -0.0112  0.69
H: 1.0016 -1.3257 -0.4166  0.11
H: 1.7497 0.0028 0.4162  0.07
H: -2.0404 1.1315 0.2821  -0.20

Cartesian forces, eV/Å:
N 2.19 -0.86 1.40
N 1.96 -1.89 -1.09
P -1.32 -1.36 -0.37
H -1.08 2.41 0.82
H -0.43 0.37 -0.63
H -1.30 1.33 -0.12

Summary:
LUMO = 0.16 eV
largest force on an atom = 2.93 eV Å⁻¹
total charge = 0
orbital gap = 0.3164 Ha
structure (SMILES) = [H]/P=N/N
molecular weight = 62.0 g mol⁻¹


This record from OMol25 describes a 2-piece molecular cluster, H3N3O overall in a non-equilibrium geometry. The level of theory is wB97M-V/def2-TZVPD.

Each line ends with the Löwdin charge.
Atoms and positions in Å:
N: -0.4769 1.1429 -1.3815  0.20
N: -0.8446 0.9390 0.8244  0.12
N: -0.5988 0.9030 -0.3092  -0.38
O: 1.1461 -0.7514 -0.1663  -0.07
H: 0.8767 -1.2066 -0.9747  0.05
H: -0.8572 0.1824 1.4286  0.05
H: 0.7547 -1.2094 0.5788  0.03

Cartesian forces (eV/Å) of the 6 atoms listed first:
N 0.50 0.07 -2.56
N -1.30 2.22 4.72
N -0.13 0.40 -2.92
O 0.59 -0.37 -0.12
H 0.05 -0.06 0.30
H 0.21 -1.86 0.66

Summary:
LUMO = 0.63 eV
largest force on an atom = 5.38 eV Å⁻¹
total charge = 0
orbital gap = 0.3886 Ha
molecular weight = 61.0 g mol⁻¹


For the records above, the corresponding E_tot values read -11213.114; -14363.552; -12314.993; -6563.843 eV.
For the records above, the corresponding energy relative to the best compared isomer or geometry (same formula, charge and spin) values read 11.99; 23.43; 56.89; 35.66 kcal per mole.